# 1
Here is a structure of composition C35H26AuBBrF6NPS at a distorted geometry from the OMol25 dataset. Energies are from ωB97M-V/def2-TZVPD.

Values from the calculation:
Energy relative to the best compared isomer or geometry (same formula, charge and spin) in kcal/mol: 15.71
Total charge: +1
E_HOMO in eV: -11.1
Kohn-Sham gap in eV: 7.04
Max |F| in eV/A: 1.4

Geometry (Å):
Au: 0.254 -0.425 -0.096
C: 3.977 3.272 4.467
C: 2.633 3.570 3.787
C: 1.962 4.769 4.471
C: 2.900 3.933 2.326
C: 1.731 2.343 3.916
C: 1.364 1.889 5.199
C: 0.543 0.802 5.390
C: 0.083 0.123 4.263
S: -0.994 -1.234 4.168
C: -0.904 -1.194 2.463
N: -0.103 -0.267 1.980
C: 0.460 0.530 2.991
C: 1.266 1.654 2.813
C: -1.626 -2.064 1.563
C: -2.536 -3.024 2.000
C: -3.175 -3.823 1.072
C: -2.885 -3.670 -0.275
C: -1.973 -2.707 -0.706
C: -1.339 -1.873 0.206
H: 4.643 4.133 4.366
H: 4.463 2.409 4.007
H: 3.857 3.068 5.532
H: 2.598 5.651 4.379
H: 1.792 4.591 5.534
H: 0.999 4.993 4.006
H: 3.557 4.804 2.286
H: 1.976 4.191 1.800
H: 3.395 3.119 1.791
H: 1.726 2.418 6.072
H: 0.257 0.492 6.387
H: 1.508 1.964 1.810
H: -2.736 -3.151 3.058
H: -3.887 -4.569 1.398
H: -3.377 -4.302 -1.005
H: -1.766 -2.633 -1.758
F: -3.649 4.479 -3.839
C: -2.819 3.529 -3.467
C: -2.192 2.752 -4.417
F: -2.416 2.960 -5.702
C: -1.326 1.756 -4.013
F: -0.738 1.045 -4.973
C: -1.061 1.500 -2.671
P: 0.089 0.145 -2.310
C: -0.446 -1.257 -3.302
C: -1.768 -1.385 -3.714
C: -2.176 -2.530 -4.384
C: -1.270 -3.553 -4.620
C: 0.044 -3.441 -4.178
C: 0.457 -2.298 -3.513
C: 1.674 0.711 -2.997
C: 2.065 0.371 -4.290
C: 3.280 0.824 -4.787
C: 4.099 1.625 -4.006
C: 3.699 1.992 -2.728
C: 2.491 1.538 -2.226
C: -1.690 2.321 -1.720
Br: -1.389 2.214 0.131
C: -2.561 3.315 -2.124
F: -3.166 4.096 -1.241
H: -2.483 -0.593 -3.524
H: -3.203 -2.625 -4.712
H: -1.587 -4.443 -5.148
H: 0.745 -4.246 -4.352
H: 1.478 -2.219 -3.159
H: 1.435 -0.252 -4.908
H: 3.585 0.547 -5.787
H: 5.048 1.970 -4.396
H: 4.331 2.625 -2.118
H: 2.174 1.846 -1.237
F: 3.076 -1.068 -0.644
B: 2.361 -0.168 0.011
F: 3.032 0.670 0.791

Here are the Löwdin charges for atoms 1 to 4, given in e:
1 Au 0.983
2 C -0.036
3 C -0.556
4 C -0.039

# 2
Here is the molecule C4H3N at a distorted geometry from the OMol25 dataset. Energies are from ωB97M-V/def2-TZVPD.

Values from the calculation:
Energy relative to the best compared isomer or geometry (same formula, charge and spin) in kcal/mol: 3.39
SMILES: C=C=CC#N
Total charge: 0
E_HOMO in eV: -10.3
Kohn-Sham gap in eV: 10.85
Max |F| in eV/A: 1.1

Geometry (Å):
C: 0.060 -1.377 0.840
C: -0.352 -0.230 0.393
C: -0.525 0.996 -0.042
C: -0.483 1.287 -1.446
N: -0.442 1.511 -2.582
H: -0.543 -2.250 1.066
H: 1.134 -1.421 0.989
H: -0.640 1.817 0.658

Here are the Löwdin charges for atoms 1 to 4, given in e:
1 C 0.037
2 C -0.088
3 C -0.113
4 C -0.233

# 3
Here is the molecule C9H7NO2 at a distorted geometry from the OMol25 dataset. Energies are from ωB97M-V/def2-TZVPD.

Values from the calculation:
Energy relative to the best compared isomer or geometry (same formula, charge and spin) in kcal/mol: 128.32
Total charge: 0
E_HOMO (spin up / spin down) in eV: -7.5 / -9.2
Kohn-Sham gap (spin up / spin down) in eV: 5.66 / 8.03
Max |F| in eV/A: 3.5

Geometry (Å):
C: 0.208 1.772 0.435
C: 2.677 -1.643 -0.270
C: 2.231 -0.370 0.057
C: 1.622 -2.469 -0.318
C: 0.857 -0.513 0.265
C: -2.404 1.002 0.173
C: -2.075 1.567 -1.013
C: -1.482 -0.021 0.838
C: -0.160 0.427 0.481
N: 0.567 2.867 0.441
O: 0.499 -1.820 -0.048
O: -0.979 1.585 -1.590
H: 3.710 -1.835 -0.585
H: 2.764 0.583 0.089
H: 1.597 -3.571 -0.658
H: -3.334 1.311 0.611
H: -2.977 2.147 -1.428
H: -1.681 0.139 1.848
H: -1.641 -1.159 0.672

Here are the Löwdin charges for atoms 1 to 4, given in e:
1 C -0.228
2 C -0.081
3 C 0.022
4 C -0.129